[1]
Molecular formula: C2BrF2I
Method: DFT, ωB97M-V/def2-TZVPD

Geometry as XYZ:
```
6
Properties=species:S:1:pos:R:3:nbo_charge:R:1
C -1.38228 -0.75994 0.39548 0.271
C 1.40757 1.15929 -0.40811 0.221
F -1.98625 -0.34688 1.46133 -0.323
F 2.25029 0.29004 -0.89128 -0.329
Br -0.02581 -1.85552 1.06036 0.029
I -0.26353 1.51301 -1.61777 0.132
```

Total energy   -85645.8948 eV

[2]
Molecular formula: C4H12
Method: DFT, ωB97M-V/def2-TZVPD

Geometry as XYZ:
```
16
Properties=species:S:1:pos:R:3:nbo_charge:R:1
C -0.61309 1.90512 0.29481 -0.610
C -1.86258 2.11270 -0.52972 -0.608
H 0.33011 2.28766 -0.11408 0.204
H -0.67639 2.39579 1.27066 0.203
H -0.40121 0.83959 0.43484 0.201
H -2.73296 1.64634 -0.06444 0.204
H -1.77476 1.67341 -1.52471 0.202
H -2.10399 3.15825 -0.69635 0.204
C 1.99443 -2.06730 0.21501 -0.620
C 0.47494 -1.94814 -0.00210 -0.620
H 2.49190 -2.98051 -0.11425 0.210
H 2.49124 -1.18042 -0.16704 0.206
H 2.23455 -2.08506 1.28213 0.203
H -0.04124 -1.67076 0.92894 0.207
H 0.07226 -2.81392 -0.50250 0.212
H 0.27217 -1.02062 -0.55673 0.204
```

Total energy   -4342.1869 eV

[3]
Molecular formula: H2KO
Method: DFT, ωB97M-V/def2-TZVPD

Geometry as XYZ:
```
4
Properties=species:S:1:pos:R:3:nbo_charge:R:1
O 0.24651 -0.51994 -0.35343 -0.973
H 0.34314 0.30152 -0.88644 0.478
H -0.63557 -0.87635 -0.60474 0.498
K 0.04593 1.09477 1.84462 0.997
```

Total energy   -18399.6406 eV
Charge   +1

[4]
Molecular formula: C20H15ClN4O2S
Method: DFT, ωB97M-V/def2-TZVPD

Geometry as XYZ:
```
43
Properties=species:S:1:pos:R:3:nbo_charge:R:1
O -1.00829 1.02859 -0.31154 -0.530
C -1.82070 0.74281 0.53597 0.574
C -3.13915 0.15982 0.20040 -0.194
C -4.09815 -0.18579 1.15289 -0.110
C -5.30886 -0.72252 0.76169 -0.260
C -5.57201 -0.91929 -0.58757 -0.004
C -4.62979 -0.58439 -1.55038 -0.242
C -3.42336 -0.04900 -1.15117 -0.126
H -2.67280 0.21919 -1.87946 0.241
H -4.84407 -0.74404 -2.59530 0.231
Cl -7.08464 -1.58660 -1.06888 0.023
H -6.05090 -0.99126 1.49704 0.230
H -3.90977 -0.04221 2.20474 0.211
C -1.53810 0.95842 2.01256 -0.636
H -1.57852 0.01114 2.55027 0.273
H -2.22985 1.67908 2.44723 0.251
S 0.13360 1.63568 2.21966 0.275
C 0.96925 0.24306 1.60358 0.183
N 0.54394 -0.98958 1.68702 -0.321
N 1.47037 -1.76720 1.12173 -0.260
C 2.44777 -1.01318 0.68640 0.295
N 2.17815 0.30209 0.97785 -0.354
C 2.92042 1.51186 0.70139 -0.258
C 2.29079 2.26769 -0.42478 0.244
C 1.48678 3.36808 -0.42945 -0.265
C 1.13831 3.59521 -1.78240 -0.310
C 1.75070 2.61454 -2.49566 0.102
O 2.45310 1.80655 -1.68551 -0.412
H 1.76702 2.38815 -3.54305 0.205
H 0.51380 4.37646 -2.16306 0.230
H 1.18023 3.93758 0.42314 0.232
H 3.95075 1.23319 0.46476 0.244
H 2.90693 2.13769 1.59860 0.235
C 3.63369 -1.53978 0.03174 -0.040
C 4.16267 -2.75088 0.48033 -0.223
C 5.28678 -3.25405 -0.15011 0.038
N 5.89126 -2.64792 -1.15920 -0.413
C 5.37514 -1.51352 -1.59752 0.040
C 4.25131 -0.91442 -1.05002 -0.262
H 3.85303 -0.01076 -1.48193 0.236
H 5.88899 -1.06008 -2.43541 0.193
H 5.73235 -4.18764 0.16721 0.195
H 3.69098 -3.26956 1.29889 0.238
```

Total energy   -54395.6788 eV